The following is a DFT calculation (ωB97M-V with the def2-TZVPD basis set) of a cluster of 5 separate species, C25H53N6O17P2S in total in a non-equilibrium geometry.

Multiplicity: 1
Lowest unoccupied orbital energy (eV): -2.67
Strongest force on any atom (hartree/bohr): 0.065
Total charge: +1

Positions of all 104 atoms, in Å:
C: -2.95815 -3.97514 -0.82928
C: -2.14641 -2.91790 -0.54739
C: -2.03470 -2.03874 0.66322
N: -0.79945 -2.56717 1.36810
C: -1.92060 -0.50168 0.35698
C: -0.65111 -0.10174 -0.49610
N: 0.65408 -0.68070 -0.31882
C: -3.06564 0.13122 -0.50176
C: -3.50252 -0.61163 -1.75475
O: -4.31779 -1.48504 -1.77671
O: -2.92323 -0.17812 -2.92249
C: -1.95693 0.03851 1.84587
N: -0.57570 0.32405 2.28068
P: -2.81327 1.79881 1.82674
N: -2.42327 2.48683 3.33129
O: -1.88207 2.61383 0.74346
N: -2.62919 -1.00320 2.78522
C: -3.84172 -0.42146 3.43712
C: -1.74033 -1.53873 3.88599
C: -1.69664 -0.88855 5.25063
O: -1.33948 0.49449 5.23258
C: -1.88309 1.23422 6.23931
O: -1.91449 0.85600 7.36457
C: -3.09819 -2.08940 1.78505
N: -4.36263 -1.81015 1.21282
P: -3.33673 -3.90686 2.46147
S: -4.92632 -4.80846 1.81507
H: -2.95747 -4.91219 -0.28532
H: -3.61126 -3.92136 -1.69888
H: -1.47012 -2.60336 -1.34960
H: -0.24897 -3.12477 0.73177
H: -0.19277 -1.81691 1.68332
H: -0.54055 0.97205 -0.33986
H: -0.90195 -0.19927 -1.55105
H: 0.73407 -1.66782 -0.47357
H: 1.18611 -0.35588 0.46833
H: -2.74107 1.11282 -0.84705
H: -3.98566 0.26339 0.05981
H: -3.35480 0.64676 -3.18853
H: -0.55870 0.60662 3.25858
H: -0.20978 1.11334 1.76142
H: -2.90922 3.37616 3.39112
H: -1.42338 2.64758 3.45158
H: -1.18482 3.12118 1.18477
H: -4.57633 -0.09184 2.71456
H: -4.29807 -1.20568 4.04380
H: -3.60376 0.41997 4.07696
H: -0.72525 -1.65127 3.53313
H: -2.01508 -2.56266 4.12037
H: -0.94648 -1.45067 5.81511
H: -2.61987 -1.02898 5.81520
H: -2.25932 2.20610 5.91352
H: -4.51039 -2.20877 0.29505
H: -5.16545 -1.85358 1.81873
H: -2.17503 -4.63897 2.20451
H: -3.43029 -3.83283 3.86463
C: 2.81828 -4.83845 6.79294
O: 2.57025 -4.26665 8.07960
C: 1.55117 -3.41878 8.12749
O: 0.84572 -3.10613 7.19592
O: 1.43827 -2.97012 9.37322
C: 0.36624 -2.04484 9.56000
H: 3.66946 -5.50048 6.91432
H: 1.95720 -5.41191 6.45557
H: 3.06146 -4.06298 6.06910
H: -0.58740 -2.51404 9.32600
H: 0.51437 -1.16501 8.93660
H: 0.37404 -1.74993 10.60425
C: 0.95573 5.97416 -4.41483
O: -0.03554 6.39684 -3.46928
C: -0.73241 5.40768 -2.93272
O: -0.59755 4.23164 -3.16360
O: -1.61935 5.92636 -2.07864
C: -2.43407 4.94325 -1.44485
H: 1.44829 6.87081 -4.77555
H: 1.68982 5.32964 -3.93730
H: 0.49300 5.46096 -5.25458
H: -1.82520 4.25874 -0.86639
H: -3.01776 4.39476 -2.18287
H: -3.11057 5.47488 -0.78080
C: 3.36425 2.92174 -4.92426
O: 4.27292 2.66172 -5.99451
C: 4.35684 3.65558 -6.88222
O: 3.74898 4.69227 -6.83303
O: 5.22427 3.29736 -7.82347
C: 5.41811 4.27355 -8.85469
H: 3.38262 2.04989 -4.27653
H: 3.68161 3.79608 -4.35837
H: 2.35509 3.06356 -5.30600
H: 5.81077 5.19784 -8.43697
H: 4.48505 4.46501 -9.37982
H: 6.14218 3.84838 -9.54241
C: 5.68227 0.18738 -7.02951
O: 6.17009 -1.10832 -6.64700
C: 5.23263 -1.94488 -6.22320
O: 4.05475 -1.70796 -6.13104
O: 5.81688 -3.10335 -5.91054
C: 4.91855 -4.10711 -5.43839
H: 6.54656 0.76050 -7.34930
H: 4.98320 0.10070 -7.85913
H: 5.21427 0.68198 -6.19155
H: 4.18042 -4.35239 -6.19947
H: 4.42045 -3.77984 -4.52736
H: 5.52504 -4.98248 -5.22614

Atomic forces in eV per Å
0.567 0.009 0.233
-0.943 0.196 -0.555
2.509 -1.711 1.432
0.015 0.643 0.172
-0.181 -0.604 -0.072
0.513 0.152 0.572
-0.014 0.253 -0.267
-0.399 -0.212 -0.065
-0.119 -0.082 -0.230
-0.020 0.006 0.158
-0.166 0.035 0.145
1.551 2.640 -0.398
-0.044 -0.701 0.611
-2.368 -0.151 -0.122
0.700 -0.139 -0.656
0.585 -0.354 0.572
-0.507 0.634 -0.429
-0.679 -0.214 0.533
1.133 -0.510 0.348
-0.030 -0.249 0.760
-0.594 0.199 -0.878
0.497 -0.040 0.583
-0.371 -0.165 0.165
-1.033 -2.062 -1.330
0.228 1.618 0.539
-0.611 -0.575 0.150
-0.004 0.297 0.057
-1.293 0.605 1.044
1.303 -0.736 -1.039
-1.208 1.200 -0.562
-0.084 -0.095 -0.027
0.028 0.037 -0.124
-0.056 0.043 -0.193
-0.300 -0.139 0.053
0.092 -0.025 -0.027
-0.046 -0.194 0.153
0.184 -0.003 0.129
0.070 -0.080 0.139
0.275 0.036 -0.151
-0.054 -0.040 0.028
0.010 -0.184 -0.311
-0.037 -0.013 0.167
-0.060 0.015 0.398
0.084 0.052 -0.244
0.226 0.013 -0.248
0.065 -0.038 0.010
0.381 -0.057 -0.031
-0.095 0.291 -0.312
-0.321 0.080 -0.212
0.069 -0.070 -0.116
-0.100 0.206 -0.106
0.217 0.072 -0.260
-0.014 -0.009 -0.020
-0.118 -0.540 -0.152
0.308 0.338 0.186
0.409 0.155 0.009
0.100 -0.115 -0.093
-0.002 -0.006 -0.032
0.069 -0.018 0.118
-0.039 0.035 -0.079
-0.035 -0.027 -0.103
-0.175 0.214 0.102
0.007 0.023 0.102
-0.042 0.062 -0.019
-0.073 0.025 -0.008
0.001 0.018 -0.072
-0.063 -0.017 -0.050
0.148 -0.113 0.032
0.207 0.067 -0.219
0.010 0.013 -0.003
0.021 0.056 -0.033
0.011 -0.055 0.035
-0.027 -0.005 -0.005
-0.216 0.120 0.086
-0.083 0.090 0.095
-0.060 -0.072 0.007
-0.018 -0.090 0.057
0.031 -0.100 -0.111
0.064 -0.071 -0.005
0.055 0.137 -0.050
-0.141 -0.085 0.219
-0.094 0.232 0.064
0.015 -0.030 -0.016
-0.026 0.039 0.013
0.026 -0.027 -0.019
0.089 0.044 -0.164
0.094 -0.081 -0.106
-0.031 0.060 -0.065
0.005 0.085 0.001
-0.077 0.025 0.034
-0.034 0.049 0.065
0.008 -0.090 0.060
0.172 -0.049 -0.145
0.054 0.028 -0.077
0.043 0.004 -0.013
-0.038 0.005 0.037
0.018 -0.031 0.021
0.002 -0.162 0.040
0.082 -0.097 0.032
-0.084 -0.014 0.067
-0.093 -0.068 0.045
-0.055 0.067 0.023
-0.063 0.045 -0.044
0.085 0.048 -0.031